{"formula": "C5H9NO2", "method": "wB97M-V/def2-TZVPD", "max_force_ev_per_a": 3.799, "orbital_gap_ev": 9.738, "charge": 0, "spin_multiplicity": 1, "de_lowest_kcal_mol": 75.9, "mol_weight_g_mol": 115.13, "smiles": "C[C@]1(O)C[C@H]1O.C#N", "elements": ["C", "C", "O", "C", "C", "O", "H", "H", "H", "H", "H", "H", "H", "H", "C", "N", "H"], "positions_angstrom": [[-1.382832, -1.641673, -0.166833], [-0.338240, -0.570584, -0.378223], [-0.865505, 0.621522, -0.752457], [1.123484, -0.992781, -0.957654], [0.908047, -0.570414, 0.459063], [1.357906, 0.711939, 0.834728], [-2.094340, -1.312168, 0.589836], [-0.922356, -2.573287, 0.169752], [-1.929228, -1.810022, -1.090533], [-0.383753, 1.429275, -0.252324], [1.338135, -2.028875, -1.166675], [1.539950, -0.275995, -1.650557], [1.000908, -1.328776, 1.232924], [2.322567, 0.744740, 0.783978], [-0.524987, 3.109775, 0.667043], [0.356342, 3.226968, 1.405729], [-1.506098, 3.260355, 0.272204]], "forces_ev_per_angstrom": [[0.337, 0.266, 0.047], [2.224, -1.639, 0.183], [0.829, 3.594, 0.908], [-1.746, 0.272, 0.151], [0.128, 0.378, 0.112], [0.000, -0.410, 0.035], [-0.033, 0.021, 0.073], [-0.049, 0.057, -0.123], [-0.042, -0.132, -0.107], [-1.083, -3.142, -1.562], [-0.083, -0.122, -0.017], [0.039, 0.128, 0.103], [-0.026, 0.044, 0.027], [-0.237, -0.050, -0.047], [0.286, 1.295, 1.720], [-0.577, -0.241, -1.010], [0.034, -0.319, -0.495]]}